The following is a DFT calculation (ωB97M-V/def2-TZVPD) of a structure of composition C10H11FeNS in a non-equilibrium geometry.

Cartesian coordinates (Å):
Fe 0.120 -0.720 -1.416
C -4.034 1.007 -1.893
H -3.112 0.429 -1.666
H -3.836 2.084 -1.916
H -4.838 0.788 -1.167
H -4.455 0.653 -2.819
H -0.692 -1.970 -0.760
S 0.781 -1.545 2.747
C -0.631 -2.579 2.624
C -1.153 -2.448 1.333
C -0.244 -1.896 0.366
C 0.756 -1.163 1.057
C 1.525 -0.052 0.551
C 2.702 0.477 1.064
C 3.322 1.541 0.415
C 2.753 2.153 -0.707
C 1.567 1.627 -1.206
N 1.033 0.543 -0.602
H -1.019 -3.142 3.489
H -2.166 -2.769 1.109
H 3.148 0.025 1.943
H 4.256 1.938 0.776
H 3.177 2.996 -1.244
H 1.039 2.023 -2.078

Output
2S+1	5
expectation value of S²	6.043
highest occupied orbital energy (spin up / spin down)	-0.17713 / -0.27092	Ha
energy above the lowest of the compared OMol25 structures with the same formula, charge and spin	0.838	eV

Here are the natural (NBO) charges for atoms 1 to 5, given in e: Fe 0.807; C -0.852; H 0.203; H 0.217; H 0.218

The following is a DFT calculation (ωB97M-V/def2-TZVPD) of a cluster of 2 separate species, C5H11O2 in total in a non-equilibrium geometry.

Cartesian coordinates (Å):
C 0.208 1.824 2.299
C -0.394 0.398 2.486
H 1.212 2.101 2.682
H 0.450 1.934 1.214
H -0.398 2.730 2.491
H -0.109 -0.231 1.497
H -1.439 0.329 2.546
H 0.147 0.005 3.273
C 0.727 -1.153 -1.360
C 2.054 -0.462 -0.752
C -0.707 -0.441 -1.148
O -0.737 0.594 -0.503
O -1.701 -1.038 -1.686
H 0.982 -1.389 -2.420
H 0.608 -2.251 -1.156
H 2.829 -1.084 -0.699
H 1.832 0.031 0.222
H 2.069 0.372 -1.276

Output
net charge	-1
highest occupied orbital energy	-0.14532	Ha
energy above the lowest of the compared OMol25 structures with the same formula, charge and spin	1.878	eV

Here are the natural (NBO) charges for atoms 1 to 5, given in e: C -0.646; C -0.625; H 0.183; H 0.243; H 0.191

The following is a DFT calculation (ωB97M-V/def2-TZVPD) of a cluster of 2 separate species, C4H14N3 in total in a non-equilibrium geometry.

Cartesian coordinates (Å):
C 2.112 -0.490 1.760
C 0.853 -0.404 2.578
H 1.921 0.206 0.917
H 2.878 -0.137 2.431
H 2.225 -1.465 1.306
H -0.033 -0.824 2.077
H 0.624 0.608 2.940
H 0.752 -0.893 3.546
C -0.728 -1.532 -1.429
C -0.816 0.985 -1.303
N -0.264 2.192 -1.135
N -0.116 -0.164 -1.353
N -2.109 0.951 -1.668
H 0.733 2.307 -1.023
H -0.865 2.852 -0.672
H 0.795 -0.264 -1.774
H -2.600 0.077 -1.635
H -2.817 1.641 -1.446
H -0.483 -1.963 -0.453
H -0.251 -2.102 -2.235
H -1.811 -1.581 -1.428

Output
net charge	+1
highest occupied orbital energy	-0.52514	Ha
energy above the lowest of the compared OMol25 structures with the same formula, charge and spin	1.159	eV

Here are the natural (NBO) charges for atoms 1 to 5, given in e: C -0.603; C -0.618; H 0.173; H 0.230; H 0.209

The following is a DFT calculation (ωB97M-V/def2-TZVPD) of the ion C3H7N2 with charge +1 in a non-equilibrium geometry.

Cartesian coordinates (Å):
C -0.306 -1.312 -0.347
C -0.834 0.507 0.817
C 0.806 -0.396 -0.619
N -1.247 -0.799 0.439
N 0.436 0.858 0.011
H -0.638 -2.032 -1.091
H 0.410 -2.072 0.311
H -1.560 1.358 0.920
H -0.508 0.462 1.935
H 1.738 -0.486 -1.295
H 0.121 1.507 -0.577
H 1.097 1.093 0.754

Output
net charge	+1
highest occupied orbital energy (spin up / spin down)	-0.52363 / -0.50867	Ha
energy above the lowest of the compared OMol25 structures with the same formula, charge and spin	4.781	eV

Here are the natural (NBO) charges for atoms 1 to 5, given in e: C -0.391; C -0.149; C -0.018; N -0.212; N -0.549

The following is a DFT calculation (ωB97M-V/def2-TZVPD) of a cluster of 2 separate species, C11H27NO4P2 in total in a non-equilibrium geometry.

Cartesian coordinates (Å):
C -0.162 -2.058 -1.969
C 0.554 -0.931 -1.760
P 1.104 -0.594 -0.044
C 2.797 -1.387 0.232
C 2.651 -2.498 1.305
C 3.911 -2.584 2.208
C 3.618 -2.083 3.627
C 2.754 -3.077 4.395
P 1.392 1.563 0.082
O 1.352 2.270 -1.202
O 2.731 1.815 0.931
O 0.225 2.066 1.052
H -1.069 -2.075 -2.560
H 0.163 -2.961 -1.459
H 0.828 -0.266 -2.573
H 3.459 -0.603 0.586
H 3.115 -1.829 -0.708
H 2.402 -3.440 0.824
H 1.815 -2.192 1.931
H 4.689 -1.966 1.762
H 4.256 -3.619 2.220
H 4.570 -1.882 4.115
H 3.061 -1.149 3.519
H 2.459 -2.712 5.376
H 1.826 -3.228 3.844
H 3.265 -4.034 4.486
H 3.486 1.819 0.331
H 0.182 1.446 1.794
C -1.735 2.990 -1.889
O -2.121 1.637 -1.687
C -3.321 1.450 -0.968
C -4.600 1.570 -1.810
C -4.981 3.008 -2.146
N -4.515 0.799 -3.054
H -2.011 3.622 -1.040
H -2.173 3.388 -2.809
H -0.654 3.002 -1.996
H -3.269 0.428 -0.581
H -3.354 2.119 -0.098
H -5.414 1.150 -1.210
H -4.353 3.423 -2.934
H -6.011 3.050 -2.501
H -4.901 3.653 -1.269
H -4.363 -0.180 -2.828
H -3.658 1.078 -3.526

Output
highest occupied orbital energy	-0.31435	Ha
energy above the lowest of the compared OMol25 structures with the same formula, charge and spin	0.000	eV
SMILES	C=CP(CCCCC)P(=O)(O)O.COC[C@@H](C)N

Here are the natural (NBO) charges for atoms 1 to 5, given in e: C -0.345; C -0.489; P 0.343; C -0.668; C -0.411

The following is a DFT calculation (ωB97M-V/def2-TZVPD) of a cluster of 6 separate species, C21H44BN4O24S6 in total in a non-equilibrium geometry.

Cartesian coordinates (Å):
C -2.786 2.882 3.187
O -1.961 1.751 2.991
C -2.678 0.714 2.314
C -1.733 -0.376 1.855
C -1.355 -0.249 0.373
C -0.830 -1.583 -0.208
C 0.573 -1.505 -0.828
C 1.466 -0.642 -0.034
N 2.274 0.279 -0.453
N 2.836 0.820 0.673
B 3.807 1.964 0.505
O 4.887 1.939 1.356
N 3.652 2.947 -0.499
C 4.596 2.762 -1.630
C 2.263 3.204 -0.922
C 2.380 0.211 1.758
C 2.770 0.562 3.154
S 2.536 -0.753 4.374
O 3.801 -0.990 4.986
O 1.849 -1.848 3.753
N 1.525 -0.702 1.336
H -2.844 3.480 2.273
H -3.799 2.593 3.464
H -2.345 3.495 3.968
H -3.395 0.306 3.021
H -3.175 1.128 1.439
H -2.227 -1.332 2.019
H -0.842 -0.355 2.487
H -2.243 0.041 -0.180
H -0.628 0.554 0.242
H -1.494 -1.899 -1.009
H -0.876 -2.365 0.548
H 0.580 -1.128 -1.846
H 1.010 -2.505 -0.854
H 4.938 2.771 1.839
H 5.417 3.473 -1.545
H 5.049 1.773 -1.648
H 4.103 2.962 -2.573
H 1.528 2.778 -0.246
H 2.083 4.276 -0.970
H 2.067 2.819 -1.921
H 2.255 1.459 3.497
H 3.835 0.783 3.165
H 1.704 -0.172 5.269
H 0.993 -1.326 1.929
C 4.807 -4.298 -0.142
C 4.079 -5.378 0.631
O 2.782 -5.428 0.012
S 2.914 -5.113 -1.548
O 2.960 -6.316 -2.285
O 1.973 -4.094 -1.866
O 4.383 -4.487 -1.499
H 4.503 -3.299 0.181
H 5.887 -4.388 -0.080
H 3.973 -5.147 1.687
H 4.557 -6.352 0.515
C -4.483 -3.533 -1.158
C -4.827 -2.373 -2.064
O -5.809 -1.623 -1.323
S -5.477 -1.713 0.232
O -4.729 -0.557 0.586
O -6.629 -2.112 0.946
O -4.454 -2.944 0.150
H -5.244 -4.315 -1.182
H -3.511 -3.964 -1.384
H -5.245 -2.682 -3.016
H -3.957 -1.743 -2.237
C -4.015 -1.933 7.394
C -4.181 -0.445 7.162
O -4.186 -0.313 5.733
S -4.872 -1.604 5.076
O -6.227 -1.314 4.798
O -3.994 -2.115 4.085
O -4.810 -2.542 6.369
H -2.978 -2.249 7.263
H -4.372 -2.251 8.369
H -3.369 0.142 7.582
H -5.134 -0.081 7.549
C -0.029 0.265 -5.826
C 0.486 -0.073 -4.444
O -0.644 0.165 -3.586
S -1.997 -0.183 -4.365
O -2.409 -1.495 -4.004
O -2.882 0.913 -4.245
O -1.378 -0.234 -5.830
H -0.056 1.342 -5.994
H 0.540 -0.216 -6.616
H 1.318 0.553 -4.140
H 0.766 -1.127 -4.368
C 2.999 6.300 -4.395
C 1.965 6.529 -5.478
O 1.659 5.203 -5.947
S 1.751 4.168 -4.746
O 0.460 3.927 -4.213
O 2.590 3.090 -5.140
O 2.549 5.105 -3.727
H 3.988 6.111 -4.814
H 3.053 7.119 -3.684
H 2.339 7.130 -6.300
H 1.052 6.975 -5.081

Output
net charge	+1
highest occupied orbital energy	-0.42256	Ha

Here are the Mulliken charges for atoms 1 to 5, given in e: C -0.841; O -0.365; C -0.671; C -0.038; C -0.393

The following is a DFT calculation (ωB97M-V/def2-TZVPD) of a cluster of 2 separate species, C3H6N2O in total in a non-equilibrium geometry.

Cartesian coordinates (Å):
C 2.773 -0.130 0.168
C 0.176 0.188 0.271
C -2.210 0.091 -0.180
N 1.932 -0.554 -0.627
N -0.828 -0.374 -0.450
O 0.361 1.090 1.040
H 3.858 -0.254 0.115
H 2.493 0.498 1.041
H -2.195 1.097 0.284
H -2.730 0.148 -1.206
H -2.748 -0.591 0.525
H -0.882 -1.209 -0.983

Output
highest occupied orbital energy (spin up / spin down)	-0.30861 / -0.30868	Ha
energy above the lowest of the compared OMol25 structures with the same formula, charge and spin	3.411	eV

Here are the natural (NBO) charges for atoms 1 to 5, given in e: C -0.125; C 0.826; C -0.431; N -0.470; N -0.636

The following is a DFT calculation (ωB97M-V/def2-TZVPD) of a structure of composition C48H42BN8O4PS2Zr in a non-equilibrium geometry.

Cartesian coordinates (Å):
Zr -0.437 0.874 -1.309
C -5.652 -0.393 2.121
C -5.444 0.903 2.625
C -4.575 1.782 2.006
C -3.914 1.332 0.868
C -2.919 1.964 0.015
N -2.547 1.065 -0.963
C -3.287 -0.086 -0.810
N -3.334 -1.079 -1.688
C -2.480 -1.155 -2.688
C -2.711 -1.868 -3.936
C -3.811 -2.571 -4.413
C -3.756 -3.037 -5.714
C -2.639 -2.794 -6.529
C -1.549 -2.079 -6.057
C -1.602 -1.626 -4.743
C -0.673 -0.819 -3.955
N 0.520 -0.444 -4.389
C 1.240 0.526 -3.850
N 0.765 1.509 -3.014
C 1.761 2.427 -2.802
N 1.614 3.578 -2.172
C 0.502 3.891 -1.526
N -0.520 3.041 -1.199
C -1.459 3.726 -0.465
N -2.509 3.217 0.148
C -1.047 5.116 -0.376
C -1.653 6.226 0.201
C -0.989 7.434 0.105
C 0.252 7.533 -0.549
C 0.853 6.427 -1.118
C 0.184 5.213 -1.021
C 2.965 1.986 -3.490
C 4.251 2.505 -3.535
C 5.195 1.807 -4.269
C 4.860 0.626 -4.953
C 3.574 0.113 -4.908
C 2.636 0.806 -4.159
N -1.244 -0.567 -2.729
C -4.131 0.049 0.362
C -5.005 -0.834 0.984
H -6.330 -1.060 2.640
H -5.970 1.213 3.520
H -4.401 2.783 2.386
H -4.680 -2.739 -3.787
H -4.596 -3.592 -6.118
H -2.635 -3.169 -7.546
H -0.683 -1.872 -6.677
H -2.610 6.136 0.707
H -1.428 8.324 0.543
H 0.742 8.498 -0.610
H 1.813 6.495 -1.615
H 4.503 3.419 -3.009
H 6.216 2.175 -4.313
H 5.626 0.107 -5.519
H 3.303 -0.801 -5.430
H -5.162 -1.834 0.591
C -0.703 -3.464 0.487
C 0.352 -4.090 -0.407
C -0.005 -3.989 -1.879
O 1.715 -3.584 -0.211
P 2.269 -2.155 0.252
S 2.065 -1.677 2.102
S 1.614 -0.785 -1.135
O 3.804 -2.384 -0.072
C 4.498 -3.027 -1.179
C 4.705 -4.481 -0.803
C 3.846 -2.865 -2.541
H -1.639 -4.019 0.353
H -0.880 -2.421 0.230
H -0.413 -3.498 1.535
H 0.445 -5.140 -0.148
H -0.124 -2.947 -2.165
H -0.945 -4.520 -2.070
H 0.778 -4.430 -2.503
H 5.457 -2.518 -1.192
H 3.741 -4.997 -0.755
H 5.192 -4.562 0.173
H 5.334 -4.971 -1.553
H 2.870 -3.357 -2.572
H 4.495 -3.329 -3.291
H 3.711 -1.814 -2.795
C -0.580 -1.739 6.779
C 0.024 -0.336 6.849
C -0.862 0.531 7.755
C 1.426 -0.453 7.468
C 0.124 0.311 5.458
C 0.766 1.550 5.316
C 0.924 2.179 4.080
C 0.416 1.526 2.983
O 0.445 1.896 1.651
B -0.198 0.856 0.949
O -0.620 -0.117 1.864
C -0.233 0.325 3.109
C -0.397 -0.309 4.319
H -0.582 -2.182 7.779
H 0.002 -2.393 6.121
H -1.615 -1.719 6.422
H -0.948 0.082 8.752
H -1.867 0.626 7.331
H -0.449 1.538 7.869
H 1.369 -0.969 8.434
H 1.880 0.527 7.638
H 2.089 -1.023 6.810
H 1.161 2.048 6.197
H 1.435 3.132 3.987
H -0.890 -1.275 4.353

Output
highest occupied orbital energy (spin up / spin down)	-0.24465 / -0.24468	Ha

Here are the Mulliken charges for atoms 1 to 5, given in e: Zr -1.029; C -0.641; C -0.679; C -0.310; C 0.362